C8H14NPS | wB97M-V/def2-TZVPD

Summary:
LUMO level in eV: 0.009
SMILES: C=P[C@]12CC[C@](C)(CC1)SN2
Orbital gap in eV: 8.12
2S+1: 1

Each line ends with the Mulliken charge.
Cartesian coordinates (Å):
C 1.1314 1.9853 2.6663  -0.5821
C -1.3712 -0.1321 0.1279  -0.8069
C 0.3479 0.2758 -1.6071  -0.9182
C -0.5192 -0.3126 1.3971  -1.0047
C 1.0729 0.8168 -0.3661  -0.8744
C -0.6181 -0.7896 -1.1448  1.3153
C 0.9541 -0.1099 0.9377  0.8066
C -1.5546 -1.2907 -2.1396  -1.7198
N 1.4362 -1.4900 0.5663  -0.5490
P 1.9981 0.6021 2.3150  -0.2310
S 0.3512 -2.2118 -0.4871  -0.0826
H 1.7564 2.7272 3.1692  0.2867
H 0.0738 2.2302 2.6493  0.3144
H -2.3007 -0.6788 0.3940  0.4019
H -1.5834 0.9314 -0.2061  0.2225
H -0.1510 1.1008 -2.0399  0.3719
H 1.1520 -0.1832 -2.3232  0.2120
H -0.7589 0.4952 2.1080  0.2979
H -0.6168 -1.3555 1.8070  0.4133
H 2.0975 1.3441 -0.4689  0.3413
H 0.4637 1.7386 0.0054  0.3354
H -2.4173 -1.9007 -1.7142  0.3664
H -0.9103 -1.9013 -2.8631  0.3859
H -2.2422 -0.5528 -2.6282  0.3348
H 2.2083 -1.3386 -0.1550  0.3625

Forces on the atoms, in the same order (eV/Å):
1.0 -0.2 0.7
-0.4 -0.9 -0.8
3.0 -1.7 -0.3
0.7 1.1 -1.0
-0.6 2.9 2.8
-0.2 1.2 3.2
0.1 -0.9 -0.3
-1.9 -1.8 -1.8
2.4 1.6 -1.4
-0.1 0.8 -0.9
-2.0 -1.5 -1.0
-0.4 -0.2 0.4
0.2 0.0 -0.7
0.1 0.5 -0.9
0.0 -1.1 0.9
-0.6 0.7 -1.0
-1.6 0.8 0.9
-0.2 -0.8 0.0
0.0 1.2 -0.2
-1.3 -1.5 -0.2
0.9 -1.3 -0.7
1.6 -0.1 -0.1
-1.5 0.8 0.4
1.4 0.1 -0.1
-0.5 0.0 2.0

C24H32N2O6S | wB97M-V/def2-TZVPD

Summary:
LUMO level in eV: 0.551
SMILES: CCOC(=O)C1CCN(C(=O)c2oc3ccc(S(=O)(=O)N4CCCCCC4)cc3c2C)CC1
Orbital gap in eV: 9.23
2S+1: 1

Each line ends with the Mulliken charge.
Cartesian coordinates (Å):
C -0.7424 -6.3218 3.1034  -1.0724
C -1.9144 -5.9992 4.0183  -0.2274
H -1.5934 -5.3348 4.8268  0.3016
H -2.3540 -6.9080 4.4331  0.3065
O -2.9791 -5.3676 3.2992  -0.3754
C -2.8869 -4.0551 3.1001  0.1087
O -1.9901 -3.3640 3.5097  -0.6047
C -4.0449 -3.5525 2.2521  0.7500
C -3.5563 -3.5128 0.7917  -1.4475
H -2.9538 -4.3964 0.5753  0.5178
H -4.4129 -3.5220 0.1170  0.3984
C -2.7239 -2.2597 0.5529  -0.3786
N -3.5492 -1.0793 0.7347  0.1715
C -3.1999 0.1485 0.3035  0.3385
O -3.8966 1.1344 0.4502  -0.6826
C -1.8542 0.2313 -0.3509  0.3729
C -0.6159 0.2152 0.2184  0.4812
C 0.3009 0.4387 -0.8614  1.1220
C 1.6876 0.5261 -0.9699  -0.1089
C 2.2118 0.7583 -2.2200  -0.1877
C 1.4182 0.8991 -3.3565  -0.3741
C 0.0434 0.8056 -3.2746  -1.5453
C -0.4994 0.5831 -2.0160  -0.1963
O -1.8023 0.4564 -1.6953  -0.4855
H -0.5885 0.9022 -4.1421  0.4998
H 1.9102 1.0613 -4.3015  0.5627
S 3.9851 0.9849 -2.3753  1.2233
O 4.3759 0.6726 -3.7188  -0.7289
O 4.6240 0.2966 -1.2923  -0.7363
N 4.2321 2.6118 -2.1387  0.0527
C 3.9699 3.0387 -0.7806  -0.2798
H 4.6282 2.4281 -0.1583  0.4552
C 4.2276 4.5232 -0.5330  -1.0140
H 5.1046 4.8440 -1.0941  0.3606
C 3.0221 5.4006 -0.8709  -0.5756
H 3.1762 6.3911 -0.4360  0.3653
C 2.7671 5.5709 -2.3662  -0.9116
C 2.5950 4.2542 -3.1225  -0.1367
H 2.2383 4.4810 -4.1293  0.3718
C 3.9084 3.4764 -3.2490  -0.9885
H 4.7332 4.1841 -3.3931  0.4276
H 3.8888 2.8190 -4.1192  0.3984
H 1.8389 3.6338 -2.6373  0.1367
H 3.5965 6.1248 -2.8128  0.3567
H 1.8644 6.1732 -2.4935  0.3456
H 2.1335 4.9721 -0.4004  0.2748
H 4.4507 4.6452 0.5289  0.3812
H 2.9309 2.8096 -0.4942  0.2371
H 2.3439 0.3904 -0.1259  0.7142
C -0.2618 0.0271 1.6502  -1.8167
H 0.3723 0.8456 1.9871  0.5118
H 0.2929 -0.9008 1.7873  0.3191
H -1.1557 0.0005 2.2673  0.3433
C -4.7552 -1.2375 1.5237  -0.9692
C -4.4745 -2.1497 2.7108  -1.0012
H -3.6646 -1.7138 3.3002  0.2806
H -5.3597 -2.2097 3.3431  0.4320
H -5.5646 -1.6431 0.9061  0.2849
H -5.0525 -0.2405 1.8568  0.5272
H -2.3181 -2.2649 -0.4629  0.5451
H -1.8860 -2.2504 1.2599  0.1039
H -4.8593 -4.2749 2.3359  0.4974
H -0.3115 -5.4038 2.7110  0.2883
H -1.0711 -6.9430 2.2736  0.2948
H 0.0201 -6.8543 3.6641  0.3833

Forces on the atoms, in the same order (eV/Å):
-0.4 0.2 0.1
0.5 -0.1 0.2
-0.1 -0.2 -0.1
0.0 0.1 0.0
-0.2 -0.3 -0.1
-0.4 0.2 -0.1
0.2 0.0 0.1
0.1 -0.1 0.2
0.1 0.1 0.1
0.0 0.0 -0.1
0.0 0.0 0.0
0.4 -0.4 -0.2
-0.1 -0.1 0.1
0.0 0.0 -0.2
0.0 0.3 -0.1
0.9 0.1 0.7
-0.7 -0.1 -0.2
-0.3 0.1 -0.7
-0.3 -0.1 0.2
0.8 0.1 -0.1
-0.1 0.0 -0.1
-0.3 0.0 0.1
1.0 0.0 0.4
-0.4 0.0 -0.4
0.0 0.0 -0.1
0.0 0.0 -0.2
0.1 0.1 0.0
-0.3 0.1 -0.1
-0.3 0.1 0.2
0.1 -1.1 -0.1
0.2 0.0 0.7
-0.2 0.2 0.1
-0.3 -0.1 0.0
0.2 0.1 0.0
0.2 0.2 -0.2
-0.1 0.0 0.1
-0.3 -0.2 0.2
0.2 0.2 0.0
0.0 -0.1 0.0
-0.2 0.2 -0.6
0.0 -0.1 -0.1
0.1 0.3 -0.1
-0.1 0.0 0.0
0.0 0.1 -0.1
0.1 0.1 0.0
0.0 0.0 0.1
0.1 0.0 0.0
0.1 0.1 0.1
0.1 0.0 0.2
0.0 0.0 -0.1
0.0 0.1 0.1
0.0 -0.1 0.1
0.0 0.0 0.1
-0.3 0.2 0.3
0.0 0.0 -0.1
-0.1 0.0 0.0
0.0 0.0 0.0
0.0 0.1 0.0
0.0 -0.2 -0.1
0.0 0.0 0.1
0.0 0.0 -0.1
0.1 0.1 0.0
0.1 0.0 0.0
0.0 -0.1 -0.1
0.1 -0.1 0.0

CH6OS2 | wB97M-V/def2-TZVPD

Summary:
LUMO level in eV: 0.619
SMILES: CSS.O
Orbital gap in eV: 8.77
2S+1: 1

Each line ends with the Mulliken charge.
Cartesian coordinates (Å):
C 0.7854 -1.1089 -1.0312  -0.9647
S -0.5960 -0.1253 -0.5207  -0.0242
S -0.7732 -0.6897 1.3943  -0.1795
H 1.6282 -0.5238 -0.5574  0.2920
H 0.9332 -0.9131 -1.9683  0.3712
H 0.6217 -2.1789 -0.9771  0.3633
H -0.5570 -2.0339 1.2329  0.1388
H 0.0284 2.2512 0.9786  0.3231
H -1.1978 2.9005 0.3614  0.2946
O -0.8731 2.4220 1.0875  -0.6147

Forces on the atoms, in the same order (eV/Å):
0.6 0.8 4.8
-1.1 0.0 -1.4
0.3 -0.8 1.4
-0.3 -2.0 0.1
0.5 1.2 -5.9
0.4 -0.1 0.8
-0.3 0.6 -0.1
2.0 -0.3 -0.5
-0.4 0.9 -1.6
-1.8 -0.4 2.3

C11H12 | wB97M-V/def2-TZVPD

Summary:
LUMO level in eV: 0.975
SMILES: C[C@@]1(c2ccccc2)C=CC1
Orbital gap in eV: 10.15
2S+1: 1

Each line ends with the Mulliken charge.
Cartesian coordinates (Å):
C 3.2841 -0.2962 -0.1193  -0.4694
C 2.4943 -1.3231 0.2726  -0.5344
C 2.6436 0.8643 -0.5337  -0.5028
C 1.0957 -1.1699 0.3570  -0.4698
C 1.2780 1.0264 -0.4620  -0.3276
C 0.5279 0.0297 0.0321  0.0261
C -2.6528 -0.8577 -0.8252  -0.4115
C -2.0245 -1.1514 0.3055  -0.8781
C -1.9328 0.3723 -1.2093  -0.6653
C -0.9986 0.1482 0.0992  1.3013
C -1.4128 1.0826 1.1901  -1.6746
H 4.4702 -0.2900 -0.0597  0.2304
H 2.9023 -2.2250 0.6376  0.3902
H 3.1561 1.7275 -0.8597  0.3892
H 0.6875 -2.0316 0.7762  0.4082
H 0.8035 1.8934 -0.8732  0.4630
H -3.4885 -1.3512 -1.3012  0.4214
H -2.2674 -1.8187 1.1138  0.4414
H -1.2588 0.3067 -2.1545  0.2997
H -2.5671 1.2795 -1.0832  0.2790
H -2.4585 1.1286 1.2310  0.5464
H -1.0053 2.1362 1.4009  0.2440
H -1.2761 0.5193 2.0653  0.4932

Forces on the atoms, in the same order (eV/Å):
3.0 1.5 -0.3
-1.2 0.0 0.6
0.0 0.4 0.2
3.0 0.1 0.0
1.1 0.7 -0.8
-3.8 -2.3 -0.1
-0.5 -0.9 0.0
1.8 1.9 -0.9
2.6 0.2 -0.8
-1.9 -0.7 0.1
0.8 1.8 1.1
-2.8 -0.3 -0.3
0.5 -1.0 0.2
1.0 0.6 -0.4
-1.7 -0.9 0.4
-0.1 0.6 0.1
-0.2 0.1 0.0
0.3 -0.3 0.2
-1.6 0.5 1.2
0.7 -0.4 -0.6
-1.8 0.6 -0.5
-0.1 -1.6 -1.0
0.9 -0.5 1.8

C5H14 | wB97M-V/def2-TZVPD

Summary:
LUMO level (alpha / beta) in eV: 4.199 / 4.180
⟨S²⟩: 0.75
Net charge: -1
Orbital gap (alpha / beta) in eV: 2.68 / 11.85
2S+1: 2

Each line ends with the Mulliken charge.
Cartesian coordinates (Å):
C -2.3135 -1.0704 0.1418  -0.3291
C -2.1492 -0.0350 -1.0106  -1.1200
C -0.9188 -1.4994 0.6778  -0.1500
H -2.9216 -0.5646 0.8979  0.3314
H -2.9348 -1.9041 -0.1743  0.2183
H -2.2874 -0.5874 -1.9435  0.3662
H -0.8206 -1.2839 1.7468  0.3379
H -0.6952 -2.5178 0.3796  0.4964
H -0.1523 -0.8325 0.2954  -0.6957
H -2.8615 0.7855 -0.9967  0.3689
H -1.2176 0.5187 -0.9598  0.0712
C 2.8216 0.7346 -0.3490  -1.8522
C 1.9896 1.5411 0.6166  -2.7886
H 2.7133 -0.3483 -0.2596  0.2648
H 2.6834 1.0374 -1.3936  0.6421
H 3.9021 0.8782 -0.2166  0.6861
H 0.9640 1.5927 0.2203  0.1084
H 2.3405 2.5560 0.7689  1.5261
H 1.8579 0.9993 1.5587  0.5176

Forces on the atoms, in the same order (eV/Å):
0.4 1.5 0.1
-0.6 -0.6 0.0
-0.7 0.8 0.0
0.3 -0.2 0.3
0.2 -0.2 -0.2
0.5 0.4 -0.3
-0.2 -0.7 0.1
0.3 -0.2 0.3
0.1 -0.2 -0.4
-0.7 -0.1 0.1
0.4 -0.5 -0.2
1.4 0.0 -0.6
-1.1 -0.6 -0.1
-0.5 0.1 -0.1
-0.4 -0.2 0.1
0.0 0.1 0.3
0.1 0.3 0.1
0.1 0.1 0.1
0.3 0.3 0.1

C2H7N5 | wB97M-V/def2-TZVPD

Summary:
LUMO level in eV: 0.323
SMILES: [H]/N=C\N=C.[H]/N=N/N
Orbital gap in eV: 9.85
2S+1: 1

Each line ends with the Mulliken charge.
Cartesian coordinates (Å):
N 0.4298 -0.4177 -2.5302  -0.2976
N 1.3387 0.4623 -2.0846  -0.1157
N 1.9083 -0.0410 -1.1065  -0.3813
H 0.1293 -1.0816 -1.8157  0.3470
H -0.3437 0.0217 -3.0165  0.2641
H 2.6225 0.5961 -0.7341  0.2131
C -1.2642 -0.4265 0.7387  0.0752
C -0.5785 0.9330 2.3653  -0.2854
N -0.5958 0.6998 1.0993  -0.3936
N -0.5772 -1.3483 0.1693  -0.7090
H 0.3838 -0.9658 0.1267  0.3441
H -2.3463 -0.5307 0.9272  0.4219
H -1.0479 0.2723 3.1150  0.2596
H -0.0588 1.8266 2.7460  0.2577

Forces on the atoms, in the same order (eV/Å):
-1.1 0.1 -0.7
0.1 -0.5 0.5
0.9 0.4 0.9
0.1 0.0 -0.3
0.3 0.0 0.0
-0.2 0.1 -0.5
0.3 -2.7 -1.5
0.3 0.4 -0.9
-0.1 2.3 3.0
-0.8 0.5 0.6
-0.1 -0.5 -0.2
0.5 0.1 -0.1
0.1 0.2 -0.3
-0.2 -0.5 -0.3

C5H14N2 | wB97M-V/def2-TZVPD

Summary:
LUMO level in eV: 1.047
SMILES: CCNCCCN
Orbital gap in eV: 9.11
2S+1: 1

Each line ends with the Mulliken charge.
Cartesian coordinates (Å):
C -0.9284 0.7858 -1.6145  -0.2135
N -0.4543 0.4306 -0.2100  -0.2382
C 0.9848 0.5246 -0.0797  -0.9394
C 1.4835 0.1661 1.2099  -0.7808
C 1.5457 -1.3679 1.1596  -0.4566
N 0.0962 -1.8546 1.3535  -0.6893
C -2.4317 1.2192 -1.6412  -1.2218
H -0.7438 -0.2926 -2.0829  0.2682
H -0.3371 1.7349 -2.0214  0.2027
H -0.8775 0.9937 0.5271  0.2186
H 1.3769 -0.1319 -0.8358  0.4101
H 1.2134 1.4499 -0.4876  0.6493
H 2.3669 0.7086 1.4345  0.3607
H 0.8862 0.5130 2.0673  0.3323
H 1.8187 -1.8317 0.1342  0.2845
H 2.2526 -1.7797 1.9756  0.2322
H -0.4122 -1.0699 1.7413  0.2858
H -0.3787 -2.0866 0.4965  0.3041
H -2.8254 1.0762 -2.7494  0.2906
H -2.9605 0.4737 -1.1260  0.4029
H -2.7958 2.2431 -1.2829  0.2973

Forces on the atoms, in the same order (eV/Å):
0.7 0.3 1.2
-1.7 0.6 -0.7
-2.2 0.4 -2.8
0.7 -1.3 1.5
-0.8 -1.8 0.8
1.7 -0.1 1.1
-0.1 0.1 -2.8
-0.5 2.9 -0.2
-0.6 -2.4 0.3
-0.1 0.2 -0.5
0.4 -0.6 -0.4
1.2 2.5 -0.2
1.6 -0.1 -0.1
-0.5 -0.4 -0.3
0.2 1.1 1.8
-1.3 0.3 -1.2
-0.1 -0.3 0.0
0.3 0.2 -0.3
0.9 0.6 2.1
-1.0 -0.9 1.0
1.2 -1.3 -0.4

C14H26N3O6P2 | wB97M-V/def2-TZVPD

Summary:
LUMO level in eV: 0.021
Net charge: -1
Orbital gap in eV: 1.74
2S+1: 1

Each line ends with the Mulliken charge.
Cartesian coordinates (Å):
C -2.3529 -2.8745 -1.6006  -0.5563
C -2.1518 -1.4761 -1.5664  -0.1660
C -0.7401 -0.9772 -2.0779  -1.1134
N 0.2623 -0.8616 -0.9773  0.2711
C 1.0882 -1.9457 -0.7263  0.0288
O 0.9710 -3.1363 -1.4477  -0.4571
C 2.1388 -1.9423 0.3198  -0.1017
P 3.1879 -3.4749 0.5011  0.4269
O 2.3438 -4.7391 0.6807  -0.6888
C 2.3022 -0.6778 1.1702  0.6642
N 3.2978 -0.6541 2.2161  -0.4746
C 1.4320 0.4817 0.9110  0.4864
C 1.5238 1.8147 1.7095  -0.2709
C 2.9949 2.3011 2.0250  -0.5309
C 3.0689 3.8165 2.5323  -0.7165
C 1.7522 4.3215 3.2284  -0.0790
O 2.0140 5.3529 4.2043  -0.5658
C 0.3787 0.3478 -0.1845  -0.6850
P -0.8160 1.7413 -0.5536  -0.0324
N 0.1456 3.1485 -1.0586  -0.7537
O -1.5317 2.0636 0.9618  -0.4977
H -1.6853 -3.4847 -0.9375  0.2100
H -3.1176 -3.3530 -2.2778  0.2928
H -2.9387 -0.7688 -1.2029  0.3744
H -0.4206 -1.7421 -2.8380  0.3827
H -0.8215 -0.0138 -2.6567  0.4919
H 1.2349 -2.9418 -2.3672  0.3330
H 3.9121 -3.6431 -0.7224  0.0323
H 4.0348 -3.3993 1.6437  -0.0319
H 3.7874 -1.5406 2.3113  0.1383
H 2.8238 -0.4665 3.1070  0.2313
H 1.0148 1.6414 2.7046  0.1992
H 0.9870 2.6749 1.2301  -0.0383
H 3.7285 2.0982 1.1986  0.3144
H 3.3601 1.6872 2.8981  0.2013
H 3.3354 4.4907 1.6743  0.2926
H 3.9051 3.8688 3.2891  0.4633
H 1.1713 3.5238 3.7575  0.2061
H 1.0640 4.7906 2.4608  0.1456
H 2.8622 5.7647 3.9871  0.3015
H -0.0035 3.2227 -2.0629  0.3803
H 1.1247 2.9689 -0.8290  0.2817
H -1.3653 2.9760 1.2541  0.3051
O -4.9225 -3.8499 -3.4531  -0.5956
C -6.1524 -3.4213 -3.4837  -0.2653
C -6.1960 -1.8356 -2.9998  -0.0174
O -7.4287 -1.4195 -3.0046  -0.6009
H -6.8816 -3.9446 -2.8390  0.2514
H -6.6646 -3.4390 -4.4633  0.2409
H -5.4846 -1.3165 -3.6704  0.1893
H -5.6588 -1.8168 -2.0324  0.1025

Forces on the atoms, in the same order (eV/Å):
0.0 1.6 0.1
0.3 -1.4 -0.5
-0.6 -0.5 1.1
1.8 -1.4 0.3
1.7 0.7 1.9
0.2 1.8 0.0
-0.7 1.0 -0.7
-4.1 -1.8 -0.5
1.5 1.6 -0.1
-2.1 1.6 -1.2
-1.1 -0.2 -0.2
0.8 -3.0 -1.2
0.4 -0.4 0.3
0.1 -0.1 1.2
-0.1 -0.6 -0.1
-0.2 0.5 -0.6
0.3 -0.3 -0.2
0.7 1.8 1.3
-0.3 -1.9 -0.7
-0.2 -0.8 1.4
1.2 0.8 -0.6
0.5 0.1 -2.1
-0.4 0.5 2.1
0.3 -0.3 -1.9
-0.1 0.8 1.1
-0.1 -0.8 1.0
-0.3 -0.2 0.4
0.4 0.5 0.7
0.3 0.7 -0.7
-0.3 0.3 -0.1
0.4 0.0 -0.4
0.4 0.3 -1.0
0.3 -1.1 0.2
-0.9 0.3 0.6
-0.3 0.6 -1.1
-0.3 -0.5 0.8
-0.8 0.1 -0.7
0.7 0.6 -0.4
0.6 -0.7 0.6
-0.3 -0.1 0.0
0.2 0.0 0.3
-0.2 0.3 -0.5
-0.1 -0.3 -0.1
-0.8 0.5 0.0
0.6 -3.3 -0.9
-0.6 3.3 0.9
1.0 -0.5 -0.1
0.3 0.4 0.7
0.4 0.7 -0.3
-0.3 -0.4 -0.7
-0.4 -0.7 0.3

- The highest 2S+1 belongs to which entry?
  C5H14

- What is the 2S+1 in the fifth record?
  2